(1)
{"formula": "C30H40F3N7O3PSTc", "method": "the ωB97M-V functional and the def2-TZVPD basis", "charge": 1, "lumo_ev": [-2.095, -3.803], "e_homo_ev": [-10.24, -9.56], "de_lowest_kcal_mol": 14.8, "total_energy_ha": -2895.9167, "multiplicity": 4, "species": ["Tc", "C", "C", "C", "C", "C", "C", "P", "C", "C", "C", "C", "C", "C", "C", "C", "C", "C", "C", "C", "H", "H", "H", "H", "H", "H", "H", "H", "H", "H", "H", "H", "H", "H", "C", "N", "C", "C", "N", "N", "C", "N", "N", "H", "H", "H", "H", "H", "H", "H", "H", "H", "H", "H", "C", "C", "C", "C", "H", "H", "H", "H", "H", "H", "H", "H", "H", "F", "C", "F", "F", "S", "O", "O", "O", "C", "N", "C", "C", "N", "H", "H", "H", "H", "H", "H"], "positions_angstrom": [[-1.084, -0.029, -0.397], [3.876, -4.041, 3.117], [2.486, -3.976, 3.115], [1.844, -2.953, 2.441], [2.595, -1.994, 1.759], [3.986, -2.063, 1.761], [4.625, -3.088, 2.445], [1.732, -0.691, 0.883], [2.849, 0.042, -0.260], [3.309, 1.322, -0.321], [3.758, 1.862, -1.533], [3.621, 1.102, -2.721], [3.151, -0.166, -2.726], [2.833, -0.891, -1.450], [0.737, 0.219, 2.006], [1.192, 0.520, 3.298], [0.312, 1.075, 4.201], [-1.016, 1.278, 3.814], [-1.445, 0.970, 2.536], [-0.579, 0.446, 1.560], [4.375, -4.840, 3.650], [1.907, -4.722, 3.643], [0.761, -2.895, 2.443], [4.567, -1.314, 1.235], [5.705, -3.141, 2.450], [3.281, 1.944, 0.568], [4.126, 2.876, -1.575], [3.884, 1.558, -3.666], [3.059, -0.689, -3.664], [3.594, -1.681, -1.305], [2.212, 0.296, 3.594], [0.633, 1.312, 5.206], [-1.722, 1.674, 4.535], [-2.486, 1.136, 2.277], [-1.245, 4.458, 2.707], [-0.323, 4.075, 1.653], [1.065, 4.418, 1.883], [-0.699, 3.408, 0.523], [0.028, 2.778, -0.314], [-2.087, 3.484, 0.287], [-2.814, 2.677, -0.550], [-3.896, 3.304, -1.101], [-2.576, 1.423, -0.738], [-0.748, 4.330, 3.669], [-2.124, 3.818, 2.704], [-1.556, 5.506, 2.627], [1.139, 5.463, 2.190], [1.641, 4.302, 0.969], [1.504, 3.792, 2.666], [0.980, 2.687, 0.021], [-2.529, 4.353, 0.539], [-3.830, 4.290, -1.289], [-4.448, 2.784, -1.762], [-3.185, 1.056, -1.463], [-3.627, -2.798, -1.322], [-3.746, -1.650, -0.325], [-4.867, -1.939, 0.673], [-2.427, -1.391, 0.427], [-4.578, -2.982, -1.825], [-3.346, -3.720, -0.803], [-2.881, -2.589, -2.087], [-4.039, -0.757, -0.888], [-4.623, -2.821, 1.271], [-5.815, -2.132, 0.166], [-5.012, -1.103, 1.360], [-1.867, -2.335, 0.513], [-2.641, -1.077, 1.450], [-0.566, 2.272, -4.837], [-1.421, 1.363, -4.381], [-2.374, 1.994, -3.678], [-1.998, 0.748, -5.405], [-0.532, 0.146, -3.324], [0.278, -0.586, -4.254], [0.164, 0.941, -2.319], [-1.596, -0.618, -2.651], [1.980, -2.998, -3.313], [1.156, -2.604, -2.168], [-0.100, -3.340, -2.026], [1.481, -1.647, -1.342], [0.710, -1.325, -0.279], [1.738, -4.030, -3.550], [3.037, -2.945, -3.060], [1.756, -2.375, -4.173], [0.119, -4.405, -2.089], [-0.774, -3.052, -2.830], [-0.557, -3.106, -1.071]], "forces_ev_per_angstrom": [[0.08, 0.21, 0.07], [-0.02, 0.00, 0.01], [0.03, 0.00, 0.00], [-0.03, 0.00, 0.01], [0.02, 0.00, 0.00], [0.00, 0.01, 0.00], [0.01, 0.00, -0.01], [-0.23, -0.19, 0.23], [0.03, 0.07, -0.15], [-0.01, -0.09, 0.16], [0.00, -0.05, -0.14], [0.07, 0.10, -0.01], [-0.02, -0.08, 0.03], [-0.08, -0.01, -0.01], [0.01, 0.07, 0.04], [0.03, 0.02, -0.01], [0.00, -0.01, 0.00], [-0.02, -0.02, -0.02], [0.04, 0.06, 0.05], [-0.07, 0.07, -0.12], [0.00, 0.00, 0.00], [0.00, 0.00, 0.00], [0.00, 0.01, -0.01], [0.00, 0.00, 0.01], [0.00, 0.00, 0.00], [-0.02, 0.00, 0.01], [0.02, 0.00, 0.00], [-0.01, 0.01, 0.01], [-0.05, -0.03, -0.03], [0.08, 0.04, -0.01], [-0.01, 0.00, 0.00], [0.00, 0.00, 0.00], [0.01, 0.00, 0.00], [0.00, -0.01, -0.01], [-0.02, 0.06, 0.01], [-0.03, 0.12, -0.05], [0.00, -0.05, 0.01], [0.00, -0.19, 0.05], [-0.07, 0.06, 0.20], [0.10, 0.02, 0.06], [-0.01, -0.07, -0.01], [0.01, 0.03, 0.06], [-0.06, -0.07, -0.11], [-0.01, -0.01, 0.00], [0.02, 0.01, 0.01], [0.02, 0.00, -0.01], [-0.01, -0.02, 0.03], [0.00, 0.04, -0.03], [0.01, -0.02, -0.01], [0.04, 0.00, -0.06], [-0.05, -0.01, 0.02], [0.03, 0.00, -0.03], [-0.03, -0.03, 0.00], [-0.03, 0.02, -0.01], [0.00, -0.03, -0.01], [0.00, -0.02, 0.04], [-0.01, -0.02, 0.01], [0.07, -0.13, -0.11], [0.01, 0.01, 0.00], [0.00, 0.00, 0.00], [0.00, 0.02, -0.01], [0.01, 0.01, 0.00], [0.00, 0.00, 0.00], [0.01, 0.01, 0.00], [0.00, 0.01, -0.01], [-0.04, 0.00, 0.07], [-0.06, 0.02, -0.01], [-0.01, -0.03, -0.02], [0.02, 0.06, 0.06], [0.00, 0.02, 0.01], [-0.01, -0.02, -0.02], [-0.13, 0.02, 0.20], [0.04, -0.07, -0.08], [0.20, -0.18, -0.21], [-0.07, 0.03, -0.15], [0.00, 0.01, 0.09], [0.04, 0.05, -0.03], [-0.01, 0.01, 0.02], [-0.05, 0.02, -0.04], [0.29, 0.05, 0.05], [0.02, -0.01, 0.01], [0.00, 0.03, -0.02], [-0.04, 0.03, -0.05], [-0.01, -0.01, 0.01], [-0.01, 0.00, -0.02], [-0.01, 0.00, -0.03]]}



(2)
{"formula": "C30H40FKN5O6Si", "method": "the ωB97M-V functional and the def2-TZVPD basis", "charge": -1, "lumo_ev": -0.614, "e_homo_ev": -3.57, "de_lowest_kcal_mol": 0.0, "total_energy_ha": -2881.7285, "species": ["K", "C", "C", "C", "C", "C", "C", "N", "N", "Si", "C", "C", "C", "H", "H", "H", "H", "H", "H", "H", "H", "H", "H", "H", "H", "H", "H", "H", "C", "C", "C", "O", "C", "O", "O", "H", "H", "H", "H", "H", "H", "H", "F", "C", "C", "C", "C", "O", "C", "C", "N", "C", "C", "C", "C", "C", "C", "N", "C", "C", "N", "C", "C", "C", "O", "O", "H", "H", "H", "H", "H", "H", "H", "H", "H", "H", "H", "H", "H", "H", "H", "H", "H", "H"], "positions_angstrom": [[-0.266, 2.706, 2.536], [2.482, 1.346, 4.747], [1.463, 0.277, 4.603], [1.490, -0.822, 5.435], [0.482, -1.798, 5.248], [-0.506, -1.593, 4.312], [-0.461, -0.430, 3.476], [0.543, 0.460, 3.644], [-1.412, -0.120, 2.575], [-2.433, -1.310, 1.900], [-1.474, -2.855, 1.353], [-3.343, -0.647, 0.373], [-3.843, -1.871, 3.060], [2.969, 1.328, 5.717], [2.005, 2.326, 4.528], [3.250, 1.201, 3.976], [2.285, -0.960, 6.147], [0.438, -2.702, 5.855], [-1.304, -2.324, 4.206], [-0.941, -2.724, 0.425], [-2.086, -3.731, 1.299], [-0.773, -3.089, 2.142], [-2.717, -0.413, -0.471], [-3.829, 0.285, 0.685], [-4.101, -1.348, 0.037], [-3.493, -2.521, 3.880], [-4.651, -2.354, 2.512], [-4.276, -1.014, 3.557], [-4.129, 3.439, 5.804], [-2.719, 3.035, 5.423], [-2.202, 1.937, 6.337], [-2.703, 2.594, 4.048], [-1.789, 4.267, 5.598], [-1.980, 4.911, 6.669], [-0.909, 4.409, 4.702], [-4.807, 2.587, 5.967], [-4.527, 4.148, 5.080], [-4.043, 3.999, 6.740], [-2.865, 1.081, 6.388], [-2.083, 2.348, 7.340], [-1.220, 1.601, 5.995], [-2.288, 1.701, 3.994], [-0.495, -2.591, -1.893], [0.120, -1.494, -2.358], [0.154, -0.391, -1.555], [0.907, 0.719, -1.899], [0.907, 1.889, -0.980], [0.060, 1.993, -0.128], [1.982, 2.809, -1.231], [2.694, 2.721, -2.361], [2.475, 1.754, -3.384], [3.259, 1.748, -4.565], [3.458, 3.002, -5.307], [2.631, 1.909, -5.901], [1.662, 0.693, -3.090], [1.567, -0.415, -3.943], [0.821, -1.495, -3.561], [0.781, -2.606, -4.427], [2.007, -3.203, -4.875], [1.910, -3.332, -6.397], [0.414, -3.352, -6.731], [-0.294, -4.250, -5.789], [-0.315, -3.582, -4.406], [2.328, 3.957, -0.280], [3.391, 4.567, -0.585], [1.557, 4.117, 0.672], [-0.354, -0.390, -0.611], [3.490, 3.427, -2.519], [4.108, 1.077, -4.555], [4.424, 3.204, -5.771], [2.951, 3.879, -4.950], [3.008, 1.317, -6.720], [1.540, 2.019, -5.896], [2.076, -0.444, -4.897], [2.160, -4.195, -4.403], [2.862, -2.567, -4.604], [2.298, -4.263, -6.814], [2.364, -2.545, -6.987], [0.277, -3.615, -7.705], [0.088, -2.379, -6.605], [0.237, -5.191, -5.823], [-1.276, -4.468, -6.174], [-0.231, -4.355, -3.613], [-1.235, -3.032, -4.223]], "forces_ev_per_angstrom": [[-0.16, 0.73, -0.23], [0.10, 0.84, -0.89], [-0.61, -0.36, -0.01], [-0.54, -0.91, -0.29], [-0.07, 0.42, -0.12], [0.63, -0.27, 0.34], [-0.85, 0.12, -0.25], [0.61, -0.07, 0.62], [0.05, -0.56, -0.27], [-0.04, 0.38, 0.14], [-0.11, 0.40, 0.56], [-0.09, 0.27, 0.76], [0.41, -0.24, 0.10], [-0.04, 0.15, 0.15], [0.45, -0.48, 0.44], [0.01, 0.10, 0.10], [0.08, 0.04, 0.24], [0.14, 0.16, 0.04], [0.10, 0.22, 0.01], [0.19, 0.06, -0.27], [-0.68, -0.59, -0.33], [0.55, 0.03, 0.18], [0.45, 0.13, -0.34], [-0.06, -0.09, -0.14], [-0.24, -0.17, -0.01], [-0.13, 0.00, -0.39], [-0.04, -0.27, -0.01], [-0.10, 0.47, 0.07], [-0.19, 0.17, 0.58], [-0.19, -0.17, -0.40], [0.41, 0.28, 0.16], [0.16, -1.06, 0.15], [0.75, 0.16, 0.22], [0.45, -0.21, -1.03], [-0.42, 0.18, 0.72], [0.16, 0.14, -0.35], [-0.15, -0.18, -0.22], [-0.08, -0.17, -0.06], [-0.30, -0.26, -0.12], [-0.01, -0.03, 0.00], [0.06, -0.04, -0.01], [-0.54, 0.71, 0.01], [-0.31, -0.71, -0.33], [0.64, 0.71, 0.10], [0.10, 0.26, 0.00], [0.07, -0.37, -0.43], [0.09, -0.14, -0.41], [-0.72, -0.37, 0.37], [0.33, 0.41, -0.23], [-0.30, -0.96, -1.01], [-0.02, 0.92, 1.09], [0.77, -0.52, 0.47], [0.49, 0.66, -0.72], [-1.36, -0.07, -0.22], [-0.13, 0.01, 0.11], [0.20, 0.66, 0.19], [-0.79, -0.81, 0.39], [-0.49, -0.82, -0.22], [0.62, -0.05, 0.27], [-0.45, -0.76, -0.70], [0.73, 0.88, -0.27], [-0.35, -0.27, 0.06], [0.57, 0.34, 0.43], [1.12, 0.52, 0.23], [-0.69, -0.23, 0.10], [-0.01, 0.17, 0.17], [-0.29, 0.07, 0.45], [0.14, 0.20, -0.14], [0.20, -0.16, 0.18], [-0.20, -0.11, 0.30], [-0.17, 0.16, 0.10], [0.18, 0.01, -0.11], [0.46, 0.12, -0.05], [0.05, 0.12, 0.02], [0.05, 0.28, -0.22], [-0.32, -0.28, -0.10], [0.05, -0.08, 0.30], [-0.06, 0.46, 0.20], [-0.04, -0.07, 0.04], [-0.02, -0.46, 0.13], [0.32, -0.18, 0.21], [-0.47, 0.16, -0.10], [0.06, 0.35, -0.39], [-0.14, -0.08, -0.13]]}



- Which value of charge does entry 2 give?
  -1



- The lowest charge belongs to which entry?
  C30H40FKN5O6Si



- What is the formula in the second record?
  C30H40FKN5O6Si



- Which of these has the lowest charge?
  C30H40FKN5O6Si